Computed, not measured: a structure of composition C22H35N3O5Pt, with ωB97M-V/def2-TZVPD.

Geometry as ORCA input:
```
! RIJCOSX wB97M-V def2-TZVPD def2/J DEFGRID3
* xyz 0 3
Pt 0.08409 -0.39777 -0.00794
O 3.18563 -2.88258 1.10187
C 2.09103 -2.25346 1.37992
O 1.16961 -2.14594 0.55597
C 2.07637 -1.62832 2.74537
C 0.69048 -1.42415 3.36930
C 0.86755 -1.04549 4.84732
C 1.32296 0.43291 4.72508
C 1.36150 0.60522 3.20133
O 0.25021 -0.19972 2.78342
C 2.58421 -0.13809 2.63870
C 3.00262 0.26129 1.21190
O 4.20351 0.19054 0.93804
O 2.08823 0.59379 0.38426
H 2.73893 -2.21668 3.37690
H -0.03017 -2.21111 3.15945
H 1.59498 -1.67986 5.35351
H -0.08085 -1.12715 5.37502
H 2.28913 0.62616 5.18965
H 0.58979 1.10767 5.16392
H 1.23731 1.61684 2.82538
H 3.46250 -0.00645 3.26681
N 4.31392 -2.08032 -1.05970
C 3.86853 -1.95381 -2.45496
C 2.37827 -1.64858 -2.52520
N 1.87364 -1.41515 -3.87222
H 5.25724 -2.45147 -1.02806
H 3.49115 -2.73944 0.08947
H 4.36199 -1.15565 -0.61448
H 4.08014 -2.89165 -2.97524
H 4.41938 -1.16112 -2.97472
H 2.16642 -0.76766 -1.91563
H 1.81688 -2.47079 -2.07684
H 1.99868 -2.23244 -4.45723
H 2.36347 -0.64755 -4.31599
C -4.47543 -2.37751 -1.70230
C -4.07559 -1.00674 -1.22780
C -5.01825 -0.12071 -0.71488
C -4.65039 1.14107 -0.26124
C -5.67470 2.09061 0.30108
C -3.31720 1.52464 -0.32493
C -2.35342 0.65633 -0.83465
C -2.74949 -0.60642 -1.28617
N -0.97742 0.95779 -0.85340
C -0.47499 2.26378 -1.34459
C 0.82891 1.99928 -2.10371
C -0.18562 3.16681 -0.14193
C -1.46083 2.92401 -2.31578
H -5.55393 -2.44873 -1.83797
H -4.17786 -3.13886 -0.97844
H -3.99416 -2.62146 -2.64972
H -6.05957 -0.41980 -0.66730
H -6.66042 1.62921 0.34101
H -5.74864 2.99171 -0.31042
H -5.40543 2.40202 1.31157
H -3.02920 2.49161 0.06507
H -1.99757 -1.26220 -1.71486
H 1.58025 1.56592 -1.44782
H 1.21263 2.94645 -2.48756
H 0.65202 1.32506 -2.94409
H 0.57539 2.70321 0.48625
H -1.08024 3.34265 0.45703
H 0.18886 4.13103 -0.49189
H -1.87065 2.19072 -3.01227
H -0.92602 3.67567 -2.89608
H -2.29038 3.42085 -1.81658
*
```

The calculation puts the lowest unoccupied orbital energy (alpha / beta) at 0.612 / -0.692 eV. The expectation value of S² is 2.01.

Taken from the natural (NBO) analysis, the atomic charges in e are:
1. Pt 0.891
2. O -0.684
3. C 0.864
4. O -0.708
5. C -0.341
6. C 0.076
7. C -0.427
8. C -0.429
9. C 0.087
10. O -0.526
11. C -0.343
12. C 0.789
13. O -0.702
14. O -0.826
15. H 0.245
16. H 0.218
17. H 0.210
18. H 0.220
19. H 0.212
20. H 0.218
21. H 0.221
22. H 0.239
23. N -0.850
24. C -0.224
25. C -0.239
26. N -0.828
27. H 0.380
28. H 0.507
29. H 0.425
30. H 0.181
31. H 0.174
32. H 0.212
33. H 0.197
34. H 0.349
35. H 0.351
36. C -0.630
37. C 0.013
38. C -0.230
39. C 0.019
40. C -0.630
41. C -0.285
42. C 0.228
43. C -0.270
44. N -0.497
45. C 0.092
46. C -0.627
47. C -0.614
48. C -0.626
49. H 0.214
50. H 0.222
51. H 0.220
52. H 0.204
53. H 0.215
54. H 0.219
55. H 0.220
56. H 0.211
57. H 0.224
58. H 0.256
59. H 0.205
60. H 0.216
61. H 0.234
62. H 0.201
63. H 0.212
64. H 0.220
65. H 0.218
66. H 0.210

=====

Computed, not measured: the ion C17H36NO2S with charge +1, with ωB97M-V/def2-TZVPD.

Geometry as ORCA input:
```
! RIJCOSX wB97M-V def2-TZVPD def2/J DEFGRID3
* xyz 1 1
C -1.31632 0.35275 6.40693
C -0.61088 -0.97924 6.14112
C -1.19314 -1.70690 4.92838
C -0.34864 -2.86232 4.38540
C 1.03187 -2.45910 3.86034
C 0.95127 -1.80089 2.47313
C 1.02877 -2.83129 1.32970
C 0.17476 -2.46363 0.10127
C 0.99189 -1.63369 -0.89051
S 0.03038 -1.32436 -2.36743
N 0.01950 -2.85526 -3.03188
C 1.09309 -0.31341 -3.38697
C 1.59302 0.92120 -2.61920
C 1.96135 2.06190 -3.57843
C 1.80500 3.46854 -2.97504
C 0.37147 3.82884 -2.55304
C -0.57208 3.95893 -3.74858
O -1.94718 3.69667 -3.41956
C -2.31033 2.42029 -3.38007
C -3.79064 2.24999 -3.26589
O -1.51261 1.51120 -3.41384
H -2.38419 0.27468 6.18584
H -0.89185 1.15141 5.79475
H -1.22692 0.65186 7.45242
H -0.72074 -1.62459 7.01874
H 0.46293 -0.81208 6.02361
H -2.17559 -2.09540 5.21495
H -1.37863 -0.98043 4.12628
H -0.27260 -3.65262 5.13719
H -0.89754 -3.29536 3.53775
H 1.64786 -3.35987 3.76850
H 1.55397 -1.79786 4.55318
H 0.01750 -1.23485 2.38509
H 1.76826 -1.08081 2.36905
H 2.07325 -2.89217 1.00698
H 0.73194 -3.81944 1.68485
H -0.70370 -1.89176 0.41272
H -0.17225 -3.36845 -0.40037
H 1.89185 -2.18054 -1.19019
H 1.29372 -0.66612 -0.48834
H -0.71483 -2.89765 -3.73325
H 0.90977 -3.08428 -3.46979
H 0.47824 -0.00074 -4.23039
H 1.92805 -0.92567 -3.74117
H 2.46157 0.63155 -2.02362
H 0.79845 1.24459 -1.94584
H 1.36321 1.98566 -4.48935
H 2.99964 1.93884 -3.89916
H 2.14078 4.19299 -3.72296
H 2.46736 3.56975 -2.11090
H -0.01500 3.09000 -1.85020
H 0.39255 4.78492 -2.02610
H -0.55823 4.98682 -4.11082
H -0.28089 3.32456 -4.58591
H -4.06856 2.35272 -2.21395
H -4.32246 2.99742 -3.84891
H -4.04746 1.24265 -3.58649
*
```

The calculation puts the lowest unoccupied orbital energy at -2.674 eV.

Taken from the natural (NBO) analysis, the atomic charges in e are:
1. C -0.604
2. C -0.401
3. C -0.392
4. C -0.393
5. C -0.397
6. C -0.403
7. C -0.397
8. C -0.416
9. C -0.564
10. S 1.108
11. N -0.958
12. C -0.571
13. C -0.418
14. C -0.397
15. C -0.391
16. C -0.429
17. C -0.077
18. O -0.488
19. C 0.819
20. C -0.718
21. O -0.671
22. H 0.203
23. H 0.201
24. H 0.216
25. H 0.201
26. H 0.192
27. H 0.210
28. H 0.183
29. H 0.213
30. H 0.191
31. H 0.206
32. H 0.211
33. H 0.194
34. H 0.204
35. H 0.202
36. H 0.224
37. H 0.218
38. H 0.230
39. H 0.236
40. H 0.258
41. H 0.413
42. H 0.396
43. H 0.272
44. H 0.233
45. H 0.217
46. H 0.220
47. H 0.202
48. H 0.221
49. H 0.218
50. H 0.215
51. H 0.204
52. H 0.224
53. H 0.207
54. H 0.185
55. H 0.250
56. H 0.249
57. H 0.237

=====

Computed, not measured: a cluster of 2 separate species, C4H9NO in total, with ωB97M-V/def2-TZVPD.

Geometry as ORCA input:
```
! RIJCOSX wB97M-V def2-TZVPD def2/J DEFGRID3
* xyz 0 1
C -0.63220 0.57753 -1.12237
C 0.26693 1.46099 1.74669
C 1.07365 0.53425 1.24809
O 2.03568 -0.09580 0.99233
N -0.45675 -0.45499 -0.11250
C 0.14449 -1.67415 -0.62811
H -1.27026 0.25320 -1.95688
H -1.05506 1.47826 -0.66977
H 0.35264 0.85030 -1.51681
H 0.72394 2.24640 2.33402
H -0.79762 1.45808 1.57582
H -1.32752 -0.65047 0.36748
H -0.20376 -1.91384 -1.64296
H 1.23396 -1.55406 -0.64447
H -0.08810 -2.51571 0.02945
*
```

The SMILES is C=C=O.CNC. The calculation puts the lowest unoccupied orbital energy at 0.928 eV.

Taken from the natural (NBO) analysis, the atomic charges in e are:
1. C -0.418
2. C -0.788
3. C 0.722
4. O -0.536
5. N -0.597
6. C -0.423
7. H 0.176
8. H 0.211
9. H 0.204
10. H 0.247
11. H 0.232
12. H 0.371
13. H 0.178
14. H 0.215
15. H 0.206

=====

Computed, not measured: a structure of composition C41H48CsIN5O7P2, with ωB97M-V/def2-TZVPD.

Geometry as ORCA input:
```
! RIJCOSX wB97M-V def2-TZVPD def2/J DEFGRID3
* xyz -1 1
Cs -0.18308 0.48560 -0.75302
O -4.65901 1.52951 -5.23132
C -3.84638 1.46747 -4.34393
C -4.04899 1.80432 -2.88964
O -4.95232 2.52318 -2.45762
C -3.01112 1.11398 -2.17838
C -2.13053 0.41514 -3.05063
O -1.25575 -0.40749 -2.76208
C -2.42944 0.95693 -4.41861
O -1.64495 1.07620 -5.33146
O -2.85409 1.09400 -0.83926
I -1.27425 0.26076 2.58878
C -2.73206 -1.06873 3.37215
C -3.64149 -0.47055 4.20937
C -4.58786 -1.20704 4.93779
C -4.59389 -2.56482 4.83733
C -3.70008 -3.22736 3.96528
C -3.74893 -4.63597 3.89505
C -2.92236 -5.31857 3.05548
C -2.04689 -4.60282 2.22827
C -1.95754 -3.22788 2.24368
P -0.84409 -2.47857 0.94538
C -1.21724 -3.58342 -0.47543
C -2.55277 -3.81709 -0.81170
C -2.88575 -4.47112 -1.98540
C -1.88945 -4.89535 -2.85477
C -0.56197 -4.63505 -2.55361
C -0.23144 -3.96706 -1.38353
C 0.76417 -3.14020 1.58428
C 1.57213 -2.25318 2.29786
C 2.79268 -2.65894 2.81891
C 3.24139 -3.95469 2.61849
C 2.45395 -4.84346 1.90071
C 1.22759 -4.44243 1.39351
C -2.76439 -2.48551 3.17013
H -3.60251 0.60556 4.32633
H -5.27888 -0.69469 5.59543
H -5.28482 -3.16530 5.41780
H -4.46230 -5.15500 4.52510
H -2.95178 -6.39973 3.00139
H -1.44545 -5.16602 1.53022
H -3.33649 -3.47552 -0.14535
H -3.92572 -4.63958 -2.23571
H -2.15449 -5.40617 -3.77188
H 0.22006 -4.94368 -3.23701
H 0.80511 -3.73129 -1.17361
H 1.23845 -1.23471 2.45130
H 3.39803 -1.95497 3.37730
H 4.19595 -4.27306 3.01887
H 2.79652 -5.85738 1.73146
H 0.64160 -5.16017 0.83580
O 1.89959 3.69680 2.21484
C 1.15198 2.77691 1.96748
N 0.43436 1.87862 1.68421
C 1.17853 -1.26140 -4.29563
P 2.01201 -0.76727 -2.73037
C 3.22100 0.43349 -3.44267
C 3.16471 -2.21653 -2.60462
H 1.88957 -1.66397 -5.02247
H 0.66071 -0.40030 -4.71903
H 0.41877 -2.00578 -4.05653
H 3.67477 0.02961 -4.35063
H 3.99764 0.66063 -2.71032
H 2.70030 1.36315 -3.67560
H 3.74024 -2.35210 -3.52386
H 2.58014 -3.11804 -2.41373
H 3.85110 -2.06555 -1.76880
N -3.27998 3.97276 0.01372
C -2.43970 4.62488 -0.99704
C -0.99309 4.60387 -0.53666
N -0.89990 5.26825 0.76404
C -1.72337 4.58281 1.75765
C -3.17136 4.63710 1.30788
H -3.12277 2.00452 -0.49791
H -4.24013 3.95578 -0.32204
H -2.74593 5.67046 -1.14346
H -2.54015 4.09656 -1.94658
H -0.36535 5.14762 -1.24570
H -0.62873 3.56766 -0.47467
H 0.06569 5.23795 1.07324
H -1.61104 5.09146 2.71689
H -1.43082 3.52901 1.87483
H -3.49303 5.68747 1.24972
H -3.80377 4.11555 2.02895
C 2.70754 4.09600 -1.81584
N 3.52459 3.36604 -0.87002
C 4.58296 4.12927 -0.22960
C 4.90500 3.55263 1.13504
C 5.13151 2.06219 0.97242
N 3.96254 1.44017 0.37148
C 3.51354 0.18428 0.94204
C 3.11966 2.12226 -0.46140
O 2.09429 1.60104 -0.90836
H 2.15860 4.90209 -1.31862
H 1.99429 3.41592 -2.27065
H 3.34387 4.52717 -2.59312
H 4.24415 5.16339 -0.12650
H 5.47762 4.13007 -0.86729
H 4.05113 3.70894 1.79306
H 5.78477 4.03882 1.55889
H 5.31316 1.59659 1.94175
H 6.01380 1.87961 0.34370
H 3.07414 0.33608 1.93296
H 4.35630 -0.50600 1.01421
H 2.75745 -0.24660 0.29119
*
```

The calculation puts the lowest unoccupied orbital energy at 1.831 eV.

Atom charges from the Löwdin analysis, given in e for atoms 1 to 99:
1. Cs 1.303
2. O 0.131
3. C -0.260
4. C -0.329
5. O 0.047
6. C -0.239
7. C -0.397
8. O -0.303
9. C -0.254
10. O 0.119
11. O -0.125
12. I 1.150
13. C -0.569
14. C -0.181
15. C -0.090
16. C -0.056
17. C -0.170
18. C -0.045
19. C -0.072
20. C -0.104
21. C -0.285
22. P 0.977
23. C -0.384
24. C -0.092
25. C -0.079
26. C -0.092
27. C -0.087
28. C -0.108
29. C -0.338
30. C -0.117
31. C -0.091
32. C -0.094
33. C -0.086
34. C -0.102
35. C -0.183
36. H 0.074
37. H 0.100
38. H 0.105
39. H 0.108
40. H 0.102
41. H 0.092
42. H 0.112
43. H 0.102
44. H 0.098
45. H 0.103
46. H 0.084
47. H 0.038
48. H 0.103
49. H 0.097
50. H 0.099
51. H 0.094
52. O -0.021
53. C -0.591
54. N -0.285
55. C -0.293
56. P 0.762
57. C -0.285
58. C -0.295
59. H 0.037
60. H 0.029
61. H 0.022
62. H 0.037
63. H 0.032
64. H 0.033
65. H 0.032
66. H 0.011
67. H 0.026
68. N -0.072
69. C -0.196
70. C -0.217
71. N -0.048
72. C -0.222
73. C -0.209
74. H 0.101
75. H 0.109
76. H 0.118
77. H 0.110
78. H 0.109
79. H 0.085
80. H 0.085
81. H 0.118
82. H 0.076
83. H 0.113
84. H 0.114
85. C -0.032
86. N -0.070
87. C -0.161
88. C -0.153
89. C -0.152
90. N -0.065
91. C -0.042
92. C -0.508
93. O -0.344
94. H 0.086
95. H 0.081
96. H 0.091
97. H 0.122
98. H 0.122
99. H 0.092

=====

Computed, not measured: a structure of composition CH4NOS, with ωB97M-V/def2-TZVPD.

Geometry as ORCA input:
```
! RIJCOSX wB97M-V def2-TZVPD def2/J DEFGRID3
* xyz -1 1
S -2.27951 0.40411 0.83150
H -2.78065 -0.39283 -0.06374
C 1.21865 -0.31832 -0.58158
N 0.47729 0.35176 0.25138
O 2.36494 0.05886 -0.82171
H 0.65769 -1.22104 -1.08374
H 0.92804 0.64879 1.17403
H -0.58645 0.46867 0.29386
*
```

The calculation puts the lowest unoccupied orbital energy at 4.375 eV.

Taken from the natural (NBO) analysis, the atomic charges in e are:
1. S -0.905
2. H 0.094
3. C 0.518
4. N -0.865
5. O -0.682
6. H 0.083
7. H 0.371
8. H 0.385

=====

Computed, not measured: a cluster of 2 separate species, C4H11NO3 in total, with ωB97M-V/def2-TZVPD.

Geometry as ORCA input:
```
! RIJCOSX wB97M-V def2-TZVPD def2/J DEFGRID3
* xyz 0 1
C 0.98510 -1.92696 -0.94673
N 1.63573 -0.72700 -0.70136
C 1.59740 0.26344 1.58661
C 1.18954 0.38686 0.11295
C -0.32902 0.52841 0.08780
O -0.65796 1.86311 0.37916
O 0.15263 -2.43363 -0.24727
H 1.34250 -2.31164 -1.91667
H 2.49514 -0.66091 -1.21206
H 2.62952 0.63616 1.71954
H 1.00227 0.91613 2.20458
H 1.58449 -0.75111 1.98397
H 1.61997 1.29883 -0.29180
H -0.72220 -0.22480 0.77343
H -0.72657 0.23484 -0.90254
H -1.59043 1.98149 0.17830
H -3.63258 0.88397 -1.10958
H -3.86723 0.90127 0.34963
O -3.52903 1.43840 -0.35600
*
```

The SMILES is C[C@H](CO)NC=O.O. The calculation puts the lowest unoccupied orbital energy at 0.582 eV.

Taken from the natural (NBO) analysis, the atomic charges in e are:
1. C 0.535
2. N -0.632
3. C -0.623
4. C -0.070
5. C -0.063
6. O -0.739
7. O -0.596
8. H 0.103
9. H 0.392
10. H 0.202
11. H 0.223
12. H 0.221
13. H 0.212
14. H 0.174
15. H 0.155
16. H 0.498
17. H 0.475
18. H 0.476
19. O -0.941

=====

The max |F| results, record by record, are as follows: 0.23 0.61 0.91 2.29 3.91 1.82 eV Å⁻¹.